[1]
99
Properties=species:S:1:pos:R:3 method="wB97M-V/def2-TZVPD" charge=0 homo_lumo_gap_ev=6.93 lumo_energy_ev=-0.885 e_homo_ha=-0.2873 de_lowest_kj_mol=0.00
Ti 1.029 -3.741 0.119
F 2.038 -4.219 -1.258
Te 0.418 -6.218 2.026
F 1.906 -6.621 0.851
F -1.404 -6.137 2.662
F -0.071 -7.950 1.534
F 2.099 -3.985 1.578
O -0.172 -5.106 0.592
O 1.791 -1.843 -0.026
S 2.511 -0.799 0.813
C 4.216 -1.346 0.839
C 4.633 -2.390 0.033
C 5.972 -2.753 0.065
C 6.863 -2.078 0.887
C 6.421 -1.044 1.703
C 5.085 -0.676 1.687
C 2.709 0.568 -0.309
C 2.717 1.843 0.228
C 2.801 2.927 -0.632
C 2.870 2.718 -2.002
C 2.871 1.428 -2.518
C 2.790 0.336 -1.670
H 3.929 -2.919 -0.596
H 6.316 -3.571 -0.553
H 7.908 -2.358 0.893
H 7.114 -0.530 2.355
H 4.729 0.126 2.323
H 2.621 1.991 1.297
H 2.794 3.933 -0.234
H 2.912 3.566 -2.673
H 2.934 1.274 -3.589
H 2.758 -0.676 -2.054
C 0.384 -0.999 4.802
C -0.778 -1.836 4.255
C -0.994 -3.103 5.093
C -2.068 -1.006 4.182
C -0.433 -2.257 2.893
N -0.217 -2.606 1.824
H 0.134 -0.663 5.809
H 0.557 -0.121 4.178
H 1.303 -1.585 4.850
H -1.272 -2.811 6.106
H -0.080 -3.697 5.148
H -1.784 -3.726 4.674
H -2.379 -0.757 5.197
H -2.868 -1.568 3.700
H -1.911 -0.083 3.626
F -3.484 2.898 2.700
C -3.990 1.807 2.100
C -3.482 1.354 0.899
C -4.095 0.234 0.361
F -3.705 -0.232 -0.833
C -5.140 -0.426 0.981
F -5.703 -1.498 0.427
C -5.612 0.054 2.192
F -6.622 -0.557 2.805
C -5.037 1.178 2.756
F -5.493 1.646 3.920
Ge -1.970 2.128 -0.104
S -0.454 0.712 -0.497
C -1.221 3.608 0.999
C -1.237 4.956 0.695
F -1.887 5.418 -0.385
C -0.610 5.916 1.475
F -0.649 7.205 1.135
C 0.064 5.527 2.618
F 0.674 6.431 3.381
C 0.090 4.188 2.969
F 0.728 3.802 4.078
C -0.549 3.268 2.160
F -0.513 1.986 2.566
C -2.678 2.970 -1.758
C -1.771 3.566 -2.617
F -0.488 3.716 -2.249
C -2.108 4.028 -3.875
F -1.186 4.570 -4.676
C -3.416 3.903 -4.315
F -3.757 4.328 -5.528
C -4.360 3.330 -3.482
F -5.624 3.215 -3.890
C -3.976 2.880 -2.227
F -4.951 2.354 -1.470
C -0.432 0.851 -4.463
C -0.173 -0.598 -4.237
C 0.365 -1.479 -5.146
C 0.551 -2.804 -4.738
N 0.200 -3.250 -3.533
C -0.325 -2.391 -2.677
S -0.882 -2.732 -1.088
N -0.492 -1.082 -3.031
C 1.200 -3.800 -5.646
H 0.015 1.191 -5.394
H -0.032 1.430 -3.627
H -1.509 1.028 -4.505
H 0.643 -1.151 -6.137
H -0.754 -0.433 -2.237
H 1.185 -3.478 -6.684
H 0.709 -4.766 -5.542
H 2.239 -3.932 -5.333

[2]
85
Properties=species:S:1:pos:R:3 method="wB97M-V/def2-TZVPD" charge=+2 homo_lumo_gap_ev=5.46 lumo_energy_ev=-7.805 e_homo_ha=-0.4876 de_lowest_kj_mol=48.20
Ta 0.000 -0.201 -0.103
I -0.432 2.524 -1.679
C 0.705 4.238 -1.131
C -0.003 5.405 -1.115
C 0.673 6.629 -0.973
C 2.034 6.637 -0.926
C 2.777 5.433 -0.938
C 4.186 5.483 -0.945
C 4.928 4.338 -0.920
C 4.280 3.103 -0.815
C 2.903 2.995 -0.831
P 2.399 1.246 -0.473
C 3.239 0.312 -1.789
C 3.447 0.890 -3.041
C 4.074 0.165 -4.044
C 4.486 -1.138 -3.811
C 4.242 -1.732 -2.580
C 3.614 -1.016 -1.575
C 3.341 1.008 1.077
C 2.796 1.606 2.218
C 3.446 1.509 3.436
C 4.639 0.803 3.528
C 5.189 0.215 2.399
C 4.551 0.323 1.171
C 2.108 4.166 -0.965
H -1.077 5.396 -1.244
H 0.104 7.548 -0.945
H 2.577 7.572 -0.879
H 4.669 6.451 -0.978
H 6.008 4.372 -0.949
H 4.890 2.218 -0.706
H 3.130 1.906 -3.233
H 4.245 0.627 -5.007
H 4.997 -1.694 -4.585
H 4.548 -2.754 -2.401
H 3.442 -1.482 -0.612
H 1.869 2.163 2.143
H 3.026 1.986 4.312
H 5.147 0.725 4.480
H 6.124 -0.325 2.470
H 4.998 -0.124 0.293
F 1.637 -5.473 5.002
C 1.051 -4.844 4.012
C -0.136 -5.327 3.477
F -0.673 -6.426 3.955
C -0.749 -4.646 2.437
F -1.882 -5.138 1.959
C -0.210 -3.479 1.897
P -1.055 -2.637 0.494
C -2.759 -2.516 1.090
C -3.839 -2.677 0.223
C -5.131 -2.563 0.712
C -5.348 -2.266 2.050
C -4.272 -2.064 2.903
C -2.978 -2.188 2.426
C -0.908 -3.911 -0.792
C 0.327 -4.012 -1.437
C 0.541 -5.010 -2.371
C -0.474 -5.908 -2.670
C -1.694 -5.819 -2.016
C -1.919 -4.827 -1.074
C 0.986 -3.039 2.440
Br 1.869 -1.505 1.750
C 1.615 -3.695 3.481
F 2.760 -3.230 3.966
H -3.676 -2.882 -0.827
H -5.972 -2.702 0.046
H -6.358 -2.191 2.431
H -4.441 -1.811 3.941
H -2.140 -2.030 3.096
H 1.125 -3.317 -1.203
H 1.497 -5.088 -2.870
H -0.315 -6.681 -3.410
H -2.480 -6.530 -2.235
H -2.868 -4.790 -0.560
S -2.332 -0.088 -1.172
S -3.573 0.562 0.335
S -2.484 1.984 1.322
S -0.798 0.934 1.838
B 0.835 -1.738 -4.377
C 0.639 -1.253 -2.989
N 0.439 -0.858 -1.889
H 1.137 -0.793 -5.054
H 1.661 -2.611 -4.402
H -0.254 -2.181 -4.660